No. 1
This record from the OMol25 dataset describes a structure of composition C39H108BrF9N9O20S3V in a non-equilibrium geometry. The level of theory is ωB97M-V/def2-TZVPD.

Positions of all 190 atoms, in Å:
O: -3.467 0.485 -14.551
V: -2.183 0.867 -15.445
O: -2.672 1.541 -16.803
C: -8.583 2.989 -15.215
C: -7.989 2.840 -16.653
C: -6.932 1.644 -16.741
O: -7.473 0.369 -16.502
C: -6.467 -0.592 -16.187
N: -9.100 2.663 -17.658
H: -8.599 2.607 -18.533
H: -9.599 1.802 -17.484
H: -9.807 3.383 -17.704
H: -9.210 3.880 -15.226
H: -7.845 3.259 -14.460
H: -9.066 2.062 -14.905
H: -7.489 3.784 -16.874
H: -6.048 1.691 -16.106
H: -6.617 1.724 -17.782
H: -6.984 -1.509 -15.908
H: -5.915 -0.339 -15.282
H: -5.844 -0.779 -17.062
C: 0.495 -4.766 -20.918
C: -0.197 -3.539 -20.372
C: -1.709 -3.504 -20.749
O: -2.409 -2.496 -20.036
C: -3.836 -2.355 -20.139
N: -0.010 -3.695 -18.855
H: -0.589 -3.089 -18.292
H: -0.094 -4.614 -18.444
H: 0.972 -3.467 -18.790
H: 1.575 -4.846 -20.789
H: 0.384 -4.735 -22.002
H: 0.126 -5.742 -20.604
H: 0.345 -2.628 -20.627
H: -2.106 -4.489 -20.505
H: -1.661 -3.337 -21.825
H: -4.195 -1.872 -19.230
H: -4.396 -3.288 -20.210
H: -4.230 -1.764 -20.965
C: 1.862 -2.724 -14.649
C: 0.801 -3.751 -14.375
C: 1.328 -4.889 -13.442
O: 1.891 -4.338 -12.246
C: 2.110 -5.227 -11.099
N: -0.313 -3.087 -13.509
H: -0.933 -2.710 -14.212
H: -0.792 -3.855 -13.061
H: -0.048 -2.373 -12.846
H: 2.516 -2.498 -13.808
H: 1.364 -1.898 -15.157
H: 2.639 -3.068 -15.332
H: 0.227 -4.070 -15.245
H: 2.084 -5.492 -13.946
H: 0.548 -5.614 -13.207
H: 2.793 -6.051 -11.306
H: 1.152 -5.555 -10.696
H: 2.564 -4.827 -10.192
C: -3.394 1.538 -20.146
C: -2.425 1.020 -21.203
C: -1.672 1.992 -22.172
O: -0.446 2.615 -21.741
C: -0.076 3.812 -22.541
N: -1.291 0.197 -20.611
H: -0.710 0.800 -20.046
H: -1.688 -0.429 -19.924
H: -0.688 -0.126 -21.354
H: -3.739 0.782 -19.440
H: -4.221 2.147 -20.510
H: -2.929 2.323 -19.549
H: -2.894 0.226 -21.783
H: -2.402 2.801 -22.182
H: -1.573 1.454 -23.115
H: -0.703 4.694 -22.412
H: -0.115 3.616 -23.612
H: 0.933 4.163 -22.325
C: -6.550 0.904 -12.315
C: -7.535 -0.343 -12.249
C: -6.839 -1.728 -12.549
O: -6.048 -2.240 -11.479
C: -4.629 -1.885 -11.488
N: -8.237 -0.463 -10.942
H: -7.566 -0.956 -10.371
H: -8.512 0.394 -10.484
H: -8.976 -1.151 -10.906
H: -5.883 0.804 -11.458
H: -6.928 1.924 -12.378
H: -5.999 0.801 -13.250
H: -8.226 -0.216 -13.083
H: -6.268 -1.607 -13.470
H: -7.598 -2.489 -12.730
H: -4.404 -0.882 -11.125
H: -4.052 -1.869 -12.413
H: -4.030 -2.606 -10.932
C: -7.141 -7.405 -10.928
C: -6.295 -6.347 -11.530
C: -6.456 -5.959 -13.015
O: -5.758 -4.816 -13.364
C: -5.766 -4.240 -14.673
N: -6.510 -5.093 -10.701
H: -5.979 -4.405 -11.217
H: -7.417 -4.652 -10.644
H: -6.174 -5.235 -9.760
H: -8.215 -7.240 -11.014
H: -6.962 -7.684 -9.889
H: -7.090 -8.326 -11.508
H: -5.270 -6.621 -11.280
H: -7.507 -5.690 -13.119
H: -6.411 -6.739 -13.775
H: -6.789 -4.085 -15.014
H: -5.099 -4.724 -15.387
H: -5.263 -3.290 -14.492
C: -2.827 1.598 -6.622
C: -2.179 1.078 -7.874
C: -1.831 -0.433 -8.015
O: -3.009 -1.229 -7.899
C: -2.846 -2.647 -8.096
N: -3.082 1.399 -9.028
H: -3.915 0.837 -9.133
H: -3.270 2.391 -9.050
H: -2.654 1.103 -9.894
H: -3.153 2.629 -6.755
H: -2.076 1.495 -5.838
H: -3.589 0.929 -6.223
H: -1.238 1.622 -7.953
H: -1.026 -0.743 -7.348
H: -1.481 -0.607 -9.033
H: -2.394 -2.848 -9.067
H: -3.745 -3.253 -7.981
H: -2.126 -2.929 -7.328
C: -0.473 6.616 -18.270
C: 0.663 6.813 -17.252
C: 0.144 6.199 -15.875
O: 1.145 6.519 -14.934
C: 0.611 6.374 -13.568
N: 1.998 6.100 -17.741
H: 1.866 5.099 -17.743
H: 2.240 6.272 -18.707
H: 2.821 6.401 -17.240
H: -0.624 5.546 -18.413
H: -0.264 6.911 -19.298
H: -1.407 7.102 -17.984
H: 1.026 7.837 -17.157
H: -0.099 5.137 -15.841
H: -0.723 6.839 -15.714
H: 1.461 6.280 -12.892
H: -0.137 5.585 -13.646
H: 0.133 7.345 -13.438
C: -5.388 5.511 -22.304
C: -5.742 5.587 -20.787
C: -4.605 5.994 -19.764
O: -5.048 5.679 -18.406
C: -4.836 4.353 -18.043
N: -7.046 6.416 -20.667
H: -6.947 7.421 -20.639
H: -7.734 6.200 -21.375
H: -7.322 6.246 -19.711
H: -5.581 6.510 -22.694
H: -6.083 4.891 -22.871
H: -4.394 5.098 -22.482
H: -6.180 4.630 -20.505
H: -4.612 7.084 -19.770
H: -3.690 5.538 -20.142
H: -5.377 3.655 -18.682
H: -5.069 4.351 -16.978
H: -3.783 4.078 -18.109
C: 0.454 1.760 -11.623
F: 1.572 1.392 -12.254
F: 0.657 1.770 -10.291
F: 0.149 3.007 -11.997
S: -0.811 0.393 -12.124
O: -2.122 0.657 -11.485
O: -0.987 0.388 -13.616
O: -0.163 -0.836 -11.760
C: 2.351 0.850 -17.172
F: 2.331 -0.183 -17.900
F: 2.434 0.511 -15.879
F: 3.498 1.543 -17.477
S: 0.730 1.942 -17.470
O: -0.130 1.472 -16.413
O: 1.116 3.363 -17.376
O: 0.179 1.510 -18.766
C: -4.056 3.957 -12.494
F: -4.441 2.697 -12.076
F: -5.171 4.692 -12.497
F: -3.152 4.391 -11.584
S: -3.372 3.844 -14.306
O: -3.123 5.200 -14.705
O: -2.240 2.892 -14.291
O: -4.555 3.279 -14.938
Br: -2.056 -1.805 -16.637

The strongest force on any atom comes out at 4.30 eV Å⁻¹. Its orbital gap is 7.320 eV. The calculation puts the total energy at -249185.2255 eV. The net charge is +6.

Atom charges from the Löwdin analysis, given in e for atoms 1 to 99: atom 1 (O): -0.38, atom 2 (V): 0.70, atom 3 (O): -0.36, atom 4 (C): -0.01, atom 5 (C): -0.25, atom 6 (C): -0.16, atom 7 (O): -0.18, atom 8 (C): -0.07, atom 9 (N): 0.25, atom 10 (H): 0.16, atom 11 (H): 0.17, atom 12 (H): 0.18, atom 13 (H): 0.09, atom 14 (H): 0.08, atom 15 (H): 0.08, atom 16 (H): 0.14, atom 17 (H): 0.12, atom 18 (H): 0.11, atom 19 (H): 0.09, atom 20 (H): 0.06, atom 21 (H): 0.10, atom 22 (C): -0.04, atom 23 (C): -0.28, atom 24 (C): -0.15, atom 25 (O): -0.26, atom 26 (C): -0.08, atom 27 (N): 0.22, atom 28 (H): 0.00, atom 29 (H): 0.16, atom 30 (H): 0.16, atom 31 (H): 0.11, atom 32 (H): 0.11, atom 33 (H): 0.11, atom 34 (H): 0.15, atom 35 (H): 0.14, atom 36 (H): 0.14, atom 37 (H): 0.06, atom 38 (H): 0.10, atom 39 (H): 0.09, atom 40 (C): -0.03, atom 41 (C): -0.26, atom 42 (C): -0.18, atom 43 (O): -0.19, atom 44 (C): -0.04, atom 45 (N): 0.23, atom 46 (H): 0.05, atom 47 (H): 0.15, atom 48 (H): 0.09, atom 49 (H): 0.11, atom 50 (H): 0.07, atom 51 (H): 0.10, atom 52 (H): 0.13, atom 53 (H): 0.14, atom 54 (H): 0.12, atom 55 (H): 0.10, atom 56 (H): 0.08, atom 57 (H): 0.09, atom 58 (C): -0.03, atom 59 (C): -0.26, atom 60 (C): -0.16, atom 61 (O): -0.19, atom 62 (C): -0.04, atom 63 (N): 0.22, atom 64 (H): 0.06, atom 65 (H): 0.12, atom 66 (H): 0.17, atom 67 (H): 0.08, atom 68 (H): 0.08, atom 69 (H): 0.07, atom 70 (H): 0.14, atom 71 (H): 0.11, atom 72 (H): 0.14, atom 73 (H): 0.08, atom 74 (H): 0.09, atom 75 (H): 0.09, atom 76 (C): 0.00, atom 77 (C): -0.25, atom 78 (C): -0.16, atom 79 (O): -0.21, atom 80 (C): -0.03, atom 81 (N): 0.25, atom 82 (H): 0.15, atom 83 (H): 0.19, atom 84 (H): 0.18, atom 85 (H): 0.07, atom 86 (H): 0.09, atom 87 (H): 0.07, atom 88 (H): 0.15, atom 89 (H): 0.10, atom 90 (H): 0.13, atom 91 (H): 0.07, atom 92 (H): 0.10, atom 93 (H): 0.08, atom 94 (C): -0.04, atom 95 (C): -0.28, atom 96 (C): -0.17, atom 97 (O): -0.21, atom 98 (C): -0.05, atom 99 (N): 0.23



No. 2
This record from the OMol25 dataset describes a cluster of 6 separate species, C47H75N4O22 in total in a non-equilibrium geometry. The level of theory is ωB97M-V/def2-TZVPD.

Positions of all 148 atoms, in Å:
C: -1.578 0.081 1.303
C: -1.785 0.622 -0.078
O: -2.645 0.255 -0.813
N: -0.916 1.741 -0.509
C: -1.461 2.979 -0.223
C: -2.541 3.027 0.804
O: -1.009 3.990 -0.726
C: -0.134 1.610 -1.745
C: -1.020 2.119 -2.918
C: -0.572 1.955 -4.372
C: -1.665 2.489 -5.323
O: -2.314 1.458 -6.056
N: 1.127 2.538 -1.771
C: 1.657 3.449 -0.622
N: 1.395 3.011 0.707
C: 2.265 1.797 -2.426
C: 2.886 2.589 -3.565
C: 4.359 2.250 -3.674
O: 5.106 2.460 -2.765
C: 1.777 0.360 -2.763
O: 1.795 0.153 -4.170
C: 0.422 0.173 -2.025
C: -0.599 -0.797 -2.693
C: 0.030 -1.947 -3.476
C: -0.901 -3.140 -3.739
O: -1.012 -3.364 -5.139
C: 0.832 -0.628 -0.728
C: 1.742 -0.002 0.317
C: 2.463 -1.078 1.156
N: 1.638 -2.256 1.400
C: 1.370 -2.565 2.815
C: -0.052 -2.287 3.226
C: -0.369 -1.081 3.871
C: -1.672 -0.801 4.292
C: -2.677 -1.742 4.067
C: -2.387 -2.939 3.409
C: -1.082 -3.205 2.989
O: -0.805 -4.411 2.360
H: -0.818 0.611 1.865
H: -1.338 -0.979 1.224
H: -2.538 0.119 1.815
H: -2.712 4.071 1.051
H: -2.203 2.534 1.716
H: -3.492 2.620 0.467
H: -2.003 1.667 -2.789
H: -1.175 3.189 -2.782
H: 0.314 2.567 -4.546
H: -0.339 0.941 -4.669
H: -1.231 3.160 -6.058
H: -2.420 3.025 -4.741
H: -2.557 0.761 -5.439
H: 0.891 3.250 -2.458
H: 2.726 3.555 -0.808
H: 1.219 4.421 -0.795
H: 2.241 2.849 1.232
H: 0.849 3.691 1.221
H: 3.066 1.659 -1.707
H: 2.857 3.656 -3.323
H: 2.402 2.441 -4.525
H: 4.727 1.803 -4.607
H: 2.531 -0.298 -2.341
H: 2.496 -0.471 -4.387
H: -1.300 -0.292 -3.351
H: -1.223 -1.221 -1.909
H: 0.326 -1.603 -4.458
H: 0.925 -2.332 -2.991
H: -1.876 -3.054 -3.258
H: -0.429 -4.028 -3.320
H: -1.900 -3.185 -5.456
H: -0.048 -1.009 -0.230
H: 1.343 -1.514 -1.099
H: 2.502 0.654 -0.103
H: 1.163 0.613 1.000
H: 2.757 -0.628 2.104
H: 3.384 -1.347 0.631
H: 2.047 -3.068 0.967
H: 1.589 -3.619 2.983
H: 2.020 -1.990 3.476
H: 0.430 -0.369 4.039
H: -1.880 0.133 4.795
H: -3.679 -1.554 4.407
H: -3.160 -3.675 3.238
H: -1.083 -4.346 1.440
C: 0.643 -3.806 -7.985
C: 1.831 -2.883 -8.039
C: 2.978 -3.265 -8.949
O: 4.096 -2.635 -8.295
C: 3.806 -2.542 -6.980
O: 4.574 -2.220 -6.129
O: 2.509 -2.843 -6.762
H: 0.017 -3.675 -8.867
H: 0.937 -4.855 -7.920
H: 0.076 -3.568 -7.089
H: 1.499 -1.862 -8.251
H: 2.885 -2.895 -9.966
H: 3.147 -4.344 -8.962
C: 0.615 7.218 2.696
C: -0.383 6.092 2.685
C: -1.364 6.074 3.839
O: -1.670 4.671 3.954
C: -0.605 3.984 3.506
O: -0.464 2.804 3.607
O: 0.264 4.804 2.874
H: 0.134 8.146 2.383
H: 1.034 7.353 3.692
H: 1.439 7.009 2.022
H: -0.911 6.043 1.727
H: -2.272 6.642 3.659
H: -0.901 6.401 4.771
C: 6.594 3.986 2.786
C: 5.112 4.261 2.790
C: 4.650 5.437 1.954
O: 3.458 5.844 2.642
C: 3.598 5.486 3.948
O: 2.880 5.845 4.821
O: 4.663 4.672 4.096
H: 6.890 3.517 1.848
H: 7.161 4.909 2.910
H: 6.857 3.321 3.607
H: 4.552 3.358 2.525
H: 4.420 5.185 0.921
H: 5.364 6.263 1.978
C: -0.299 -7.503 0.639
C: -1.787 -7.556 0.416
C: -2.271 -8.337 -0.786
O: -3.503 -7.670 -1.102
C: -3.402 -6.392 -0.680
O: -4.160 -5.521 -0.952
O: -2.299 -6.240 0.098
H: 0.066 -8.442 1.051
H: 0.233 -7.299 -0.292
H: -0.067 -6.703 1.342
H: -2.299 -7.893 1.321
H: -2.455 -9.389 -0.589
H: -1.596 -8.235 -1.639
C: -4.621 -1.732 8.985
C: -5.327 -1.366 7.705
C: -6.816 -1.635 7.673
O: -7.049 -1.846 6.274
C: -5.905 -2.315 5.730
O: -5.812 -2.763 4.634
O: -4.880 -2.200 6.612
H: -4.836 -0.994 9.758
H: -4.937 -2.713 9.339
H: -3.544 -1.766 8.827
H: -5.115 -0.329 7.432
H: -7.425 -0.812 8.034
H: -7.077 -2.550 8.209

The strongest force on any atom comes out at 1.44 eV Å⁻¹. Its orbital gap is 8.521 eV. The calculation puts the total energy at -100955.5822 eV. The net charge is +1.

Atom charges from the Löwdin analysis, given in e for atoms 1 to 99: atom 1 (C): 0.01, atom 2 (C): -0.43, atom 3 (O): 0.17, atom 4 (N): 0.11, atom 5 (C): -0.46, atom 6 (C): 0.05, atom 7 (O): 0.06, atom 8 (C): -0.19, atom 9 (C): -0.10, atom 10 (C): -0.14, atom 11 (C): -0.23, atom 12 (O): -0.05, atom 13 (N): 0.09, atom 14 (C): -0.15, atom 15 (N): 0.09, atom 16 (C): -0.19, atom 17 (C): -0.08, atom 18 (C): -0.23, atom 19 (O): 0.08, atom 20 (C): -0.21, atom 21 (O): -0.02, atom 22 (C): -0.22, atom 23 (C): -0.11, atom 24 (C): -0.15, atom 25 (C): -0.22, atom 26 (O): -0.08, atom 27 (C): -0.12, atom 28 (C): -0.17, atom 29 (C): -0.20, atom 30 (N): -0.04, atom 31 (C): -0.15, atom 32 (C): -0.16, atom 33 (C): -0.06, atom 34 (C): -0.09, atom 35 (C): -0.07, atom 36 (C): 0.02, atom 37 (C): -0.27, atom 38 (O): 0.02, atom 39 (H): 0.07, atom 40 (H): 0.09, atom 41 (H): 0.11, atom 42 (H): 0.10, atom 43 (H): 0.08, atom 44 (H): 0.11, atom 45 (H): 0.13, atom 46 (H): 0.12, atom 47 (H): 0.10, atom 48 (H): 0.10, atom 49 (H): 0.12, atom 50 (H): 0.12, atom 51 (H): 0.08, atom 52 (H): 0.14, atom 53 (H): 0.13, atom 54 (H): 0.12, atom 55 (H): 0.09, atom 56 (H): 0.06, atom 57 (H): 0.12, atom 58 (H): 0.14, atom 59 (H): 0.11, atom 60 (H): 0.14, atom 61 (H): 0.16, atom 62 (H): 0.12, atom 63 (H): 0.11, atom 64 (H): 0.11, atom 65 (H): 0.10, atom 66 (H): 0.11, atom 67 (H): 0.12, atom 68 (H): 0.11, atom 69 (H): 0.09, atom 70 (H): 0.08, atom 71 (H): 0.11, atom 72 (H): 0.09, atom 73 (H): 0.08, atom 74 (H): 0.11, atom 75 (H): 0.12, atom 76 (H): 0.11, atom 77 (H): 0.12, atom 78 (H): 0.11, atom 79 (H): 0.11, atom 80 (H): 0.11, atom 81 (H): 0.08, atom 82 (H): 0.12, atom 83 (H): 0.10, atom 84 (C): -0.01, atom 85 (C): -0.32, atom 86 (C): -0.08, atom 87 (O): 0.07, atom 88 (C): -0.58, atom 89 (O): 0.15, atom 90 (O): 0.07, atom 91 (H): 0.09, atom 92 (H): 0.09, atom 93 (H): 0.06, atom 94 (H): 0.16, atom 95 (H): 0.14, atom 96 (H): 0.14, atom 97 (C): -0.01, atom 98 (C): -0.30, atom 99 (C): -0.06